Molecular formula: C21H19MnN9O4
Method: DFT, ωB97M-V/def2-TZVPD

HOMO (spin up / spin down)   -8.4 / -7.9 eV
F_max   1.20 eV Å⁻¹
Lowest unoccupied orbital energy (spin up / spin down)   -0.4 / -0.4 eV
⟨S²⟩   1.23

```
! wB97M-V def2-TZVPD RIJCOSX def2/J DEFGRID3
* xyz 0 2
Mn 0.1523 -2.0323 1.0265
O -2.3060 -1.5974 4.2186
C -1.3703 -1.6303 3.4403
O -1.4094 -1.5677 2.1624
C 0.0500 -1.7141 4.0058
C 0.2584 -1.7910 5.3735
C 1.5542 -1.9141 5.8426
C 2.5935 -1.9589 4.9249
C 2.2970 -1.8636 3.5768
N 1.0509 -1.7378 3.1225
H -0.6014 -1.7594 6.0268
H 1.7492 -1.9766 6.9055
H 3.6194 -2.0712 5.2482
H 3.0772 -1.8852 2.8284
N -1.5692 3.3325 -3.5560
C -2.0326 4.5856 -3.8768
C -2.2287 5.2403 -5.0869
C -2.7185 6.5299 -5.0218
C -3.0050 7.1469 -3.7951
C -2.8056 6.4968 -2.5950
C -2.3051 5.1955 -2.6361
N -2.0066 4.3277 -1.6117
C -1.5750 3.2363 -2.1847
C -1.1194 2.0589 -1.4583
C -0.8805 0.8314 -2.0748
C -0.3806 -0.2125 -1.3248
N -0.1107 -0.1135 -0.0217
C -0.3984 1.0426 0.5835
C -0.8877 2.1430 -0.0847
H -1.2552 2.6336 -4.2034
H -2.0134 4.7658 -6.0358
H -2.8870 7.0795 -5.9386
H -3.3973 8.1554 -3.7957
H -3.0263 6.9638 -1.6446
H -1.0947 0.6730 -3.1237
H -0.1861 -1.1758 -1.7807
H -0.2086 1.0770 1.6486
H -1.0922 3.0734 0.4243
C -1.1240 -5.8231 0.6849
C -0.4051 -4.4979 0.6761
O 0.3761 -4.2057 1.6182
O -0.6214 -3.6730 -0.2641
H -1.8680 -5.8000 1.4813
H -0.4204 -6.6246 0.9027
H -1.6209 -5.9947 -0.2662
N 5.4702 -2.6543 -0.0329
N 4.1328 -2.5503 -0.3027
N 3.5553 -3.2136 -1.2727
C 2.2920 -2.8704 -1.0987
N 2.1433 -2.0293 -0.0637
N 3.3360 -1.8502 0.4518
H 6.0008 -2.6738 -0.8910
H 5.7410 -1.8985 0.5786
H 1.4818 -3.2279 -1.7100
*
```

Calculated atomic charges, method natural (NBO), unit e:
1 Mn 1.249
2 O -0.635
3 C 0.753
4 O -0.781
5 C 0.110
6 C -0.211
7 C -0.159
8 C -0.254
9 C 0.049
10 N -0.477
11 H 0.252
12 H 0.218
13 H 0.219
14 H 0.205
15 N -0.542
16 C 0.164
17 C -0.261
18 C -0.202
19 C -0.231
20 C -0.180
21 C 0.062
22 N -0.429
23 C 0.352
24 C -0.043
25 C -0.194
26 C 0.045
27 N -0.472
28 C 0.073
29 C -0.203
30 H 0.417
31 H 0.216
32 H 0.216
33 H 0.216
34 H 0.225
35 H 0.206
36 H 0.206
37 H 0.217
38 H 0.253
39 C -0.718
40 C 0.778
41 O -0.729
42 O -0.779
43 H 0.242
44 H 0.228
45 H 0.223
46 N -0.602
47 N 0.181
48 N -0.259
49 C 0.143
50 N -0.327
51 N -0.056
52 H 0.390
53 H 0.391
54 H 0.243